Formula: C28H47Br2F9GeO10S3SeSiSn
Source: the OMol25 dataset
Level of theory: the ωB97M-V functional and the def2-TZVPD basis

Geometry as XYZ:
```
103
Properties=species:S:1:pos:R:3:forces:R:3
Sn 1.347294 -0.466779 -1.051103 0.0624 0.1192 0.0615
Br 1.854231 -4.171902 0.782206 0.0922 -0.0598 -0.0252
Br 0.735007 -4.676424 3.762412 0.0103 0.0002 0.0173
Se 1.642734 1.087419 2.394377 -0.0662 -0.0162 -0.0044
Ge 1.053890 4.007913 3.508982 0.0244 -0.0112 0.0020
S 1.640590 -1.859942 -3.700844 -0.0004 -0.0125 0.0875
S 2.687404 2.676179 -2.228359 0.0236 0.0313 -0.0074
S -1.166330 -2.532730 -0.526670 0.0450 0.0276 0.0351
Si -2.621245 -1.145868 -0.192489 -0.0904 0.0108 -0.0284
F 4.745583 -0.160531 2.648890 0.0098 -0.0061 0.0031
F 6.046155 -1.742627 1.967157 0.0102 0.0005 -0.0145
F 5.448886 0.858371 -1.210648 -0.0023 -0.0149 0.0099
F 4.770081 -3.046826 -0.278897 -0.0043 -0.0126 0.0164
F 3.937127 -2.107711 2.214599 -0.0013 -0.0079 0.0002
F 4.546281 1.631003 0.584920 0.0004 -0.0137 -0.0077
F 6.476810 0.664841 0.676787 0.0002 -0.0151 -0.0029
F 4.756449 -1.615098 -1.890960 0.0134 -0.0078 0.0278
F 6.495037 -1.784974 -0.633378 -0.0080 0.0031 -0.0005
O 2.306306 3.178405 -3.529823 0.0132 0.0048 -0.0027
O -3.840925 -1.078955 -1.329018 0.0449 0.0002 0.0059
O -3.526090 -1.303795 1.204949 0.0329 0.0001 -0.0023
O 3.199047 -0.610067 0.160986 -0.0644 -0.1722 0.0080
O -1.959108 0.362594 -0.045166 -0.0335 -0.0088 0.0297
O 1.486328 -3.057502 -4.479132 0.0190 -0.0106 -0.0508
O 2.797866 0.650162 -2.608914 -0.0566 -0.0292 -0.1032
O 1.596956 2.497249 -1.289025 -0.0315 0.0589 0.0684
O 2.052865 -2.141336 -2.280180 -0.0066 -0.0823 -0.0467
O 0.521731 -0.930291 -3.666242 -0.0174 -0.0242 -0.0598
C -3.935955 1.801432 -0.043696 -0.0066 0.0001 -0.0054
C 3.418375 0.214850 -3.702657 0.0460 -0.0139 0.0019
C 5.256429 0.617133 0.093570 0.0128 -0.0036 0.0032
C -3.761857 -1.088512 -2.753321 -0.0149 -0.0044 -0.0020
C -2.449483 1.583368 1.958489 0.0163 -0.0022 0.0155
C -2.500942 1.588755 0.433685 0.0155 -0.0151 -0.0288
C 4.763493 -0.743956 -5.987027 0.0068 0.0113 0.0001
C -0.702928 4.851945 3.307573 -0.0003 -0.0122 -0.0077
C 2.114605 4.346242 1.905262 -0.0071 0.0136 0.0086
C -4.194103 -2.436796 1.734645 -0.0182 0.0075 0.0048
C -3.598729 -2.525913 -3.241391 -0.0043 0.0007 0.0106
C 3.679922 -1.436228 -5.470686 -0.0072 -0.0046 0.0117
C 4.819631 -1.200461 1.804386 0.0046 0.0151 0.0087
C -4.838268 -3.278986 0.634927 0.0011 0.0061 -0.0044
C 0.809132 2.083148 3.850326 0.0248 0.0020 -0.0148
C 4.522439 0.897425 -4.232095 -0.0233 -0.0110 0.0149
C 4.518930 -0.751015 0.328284 0.0244 0.1702 -0.0084
C -5.094601 -0.521739 -3.236817 -0.0057 -0.0029 0.0031
C -3.198733 -3.284846 2.521966 0.0016 0.0035 0.0020
C -1.591266 2.681733 -0.112813 0.0068 0.0213 -0.0037
C -5.269504 -1.883667 2.666771 0.0009 -0.0053 -0.0019
C 5.141791 -1.807978 -0.638124 0.0014 -0.0088 -0.0100
C -2.609668 -0.226284 -3.253939 -0.0111 0.0032 0.0115
C 0.317659 -4.242647 1.912406 -0.0319 0.0481 -0.0031
C 1.969847 4.806198 5.057001 -0.0103 -0.0138 -0.0005
C 0.949110 -0.685039 2.796500 -0.0171 0.0166 0.0041
C 5.173880 0.425109 -5.356084 0.0069 -0.0059 -0.0139
C 3.012464 -0.963290 -4.353022 0.0037 0.0321 -0.0033
H -1.942487 3.670527 0.198310 0.0047 -0.0010 0.0039
H -3.978175 1.813423 -1.133191 0.0025 -0.0049 -0.0163
H -2.440348 -3.665968 1.838768 0.0131 -0.0036 0.0050
H 2.941934 4.330559 5.196731 0.0006 0.0030 0.0029
H 5.285072 -1.113685 -6.860763 -0.0013 0.0019 -0.0025
H -4.071565 -3.678491 -0.031675 0.0012 0.0008 -0.0040
H -4.806722 -1.261734 3.435556 -0.0009 0.0006 0.0011
H -2.704813 0.796216 -2.883380 -0.0128 0.0132 0.0074
H 2.197548 5.424366 1.750448 0.0091 -0.0053 -0.0099
H 3.330689 -2.357923 -5.917452 -0.0032 0.0020 -0.0014
H -4.306768 2.759601 0.331385 -0.0051 -0.0010 0.0011
H -5.917939 -1.125552 -2.848145 -0.0022 0.0004 -0.0017
H 4.863887 1.796506 -3.738190 0.0045 0.0003 -0.0058
H -4.586772 1.002643 0.314296 0.0073 0.0003 -0.0018
H -2.661945 -2.939634 -2.869071 0.0010 -0.0021 -0.0036
H -3.097506 0.804302 2.359250 0.0004 -0.0031 -0.0073
H -5.390408 -4.112774 1.078006 0.0020 0.0005 0.0005
H -5.820947 -2.692954 3.152439 -0.0004 0.0003 -0.0011
H -0.351540 -5.008952 1.547429 -0.0168 0.0145 -0.0096
H 1.386178 4.667816 5.968848 -0.0012 -0.0001 -0.0007
H -3.594037 -2.560437 -4.334029 0.0008 0.0022 0.0007
H -2.601045 -0.202356 -4.346360 0.0038 -0.0019 0.0024
H -1.650641 -0.627101 -2.929566 -0.0089 -0.0014 0.0029
H 3.117762 3.929178 2.003003 -0.0028 -0.0047 0.0027
H -5.219396 0.502102 -2.878852 0.0016 0.0036 0.0035
H 1.465032 -1.369165 2.122323 0.0110 0.0215 0.0109
H -0.606421 5.932656 3.189431 0.0093 0.0001 -0.0005
H 1.653226 3.897928 1.024033 0.0017 0.0007 0.0026
H -2.708428 -2.676623 3.285354 0.0044 0.0005 -0.0032
H -0.257696 1.866822 3.899453 -0.0070 -0.0206 0.0015
H -3.701916 -4.124915 3.009079 0.0035 -0.0003 0.0016
H -1.422848 1.380829 2.264802 0.0124 0.0013 0.0017
H -1.565831 2.645611 -1.202884 -0.0070 -0.0085 -0.0074
H -5.969745 -1.267049 2.099832 0.0004 -0.0005 -0.0004
H -0.150461 -3.266448 1.886267 -0.0276 -0.0227 0.0027
H -1.192684 4.448779 2.420872 -0.0163 0.0097 0.0023
H 2.128911 5.875661 4.907656 -0.0038 -0.0003 -0.0048
H 1.267085 1.800130 4.799025 0.0027 0.0123 0.0055
H -5.140357 -0.521093 -4.328621 0.0003 0.0013 -0.0005
H -0.569664 2.532971 0.241029 0.0106 -0.0099 0.0032
H 6.025380 0.975696 -5.740331 0.0006 0.0009 0.0012
H -0.122178 -0.721067 2.600895 -0.0165 -0.0016 0.0068
H -2.754497 2.554330 2.359437 -0.0059 -0.0006 0.0086
H 1.171311 -0.959084 3.826594 0.0022 0.0025 -0.0060
H -4.425696 -3.138274 -2.871279 0.0001 -0.0002 0.0003
H -5.518482 -2.667980 0.041093 -0.0070 0.0012 -0.0050
H -1.336687 4.649848 4.172609 0.0001 -0.0007 0.0012
```
Forces are in eV/Å.

* HOMO: -2.772 eV
* molecular weight: 1269.0 g mol⁻¹
* Kohn-Sham gap: 0.24366 hartree
* E_LUMO: 3.86 eV
* charge: -2

These are the Mulliken partial charges, in e, on atoms 1 to 99: 2.42 -0.06 -0.21 0.03 0.50 1.19 0.21 -0.84 -0.55 -0.26 -0.30 -0.24 -0.28 -0.12 -0.13 -0.33 -0.06 -0.31 -0.52 -0.28 0.27 -0.36 2.10 -0.77 -1.01 -0.27 -0.95 -0.70 -1.76 0.24 -0.28 2.21 -0.83 1.89 -0.65 -0.92 -0.98 1.77 -1.64 -0.54 0.18 -1.54 -1.03 -0.60 1.29 -1.94 -1.45 -1.48 -1.97 0.03 -1.55 0.53 -1.27 -0.20 -0.75 -0.07 0.39 0.22 0.15 0.34 0.37 0.21 0.35 0.14 0.43 0.52 0.53 0.34 0.32 0.17 0.20 -0.06 0.53 0.38 0.52 0.36 0.48 0.61 0.30 0.30 0.34 -0.34 0.42 0.12 0.30 0.44 0.44 -0.38 0.36 0.41 -0.84 0.06 0.37 0.56 0.41 -0.01 0.34 -0.04 0.51